#one
An isolated ion of composition C3H5N2O2 and charge +1. Source: OMol25; level of theory: ωB97M-V/def2-TZVPD.

total charge	+1
2S+1	1
frontier orbital gap (alpha / beta)	7.601 / 9.008	eV
E_LUMO (alpha / beta)	-7.78 / -6.32	eV

Last column: Mulliken charge in e.
Element x y z (Å)
O (-0.8459, -0.6883, -1.2774)  -0.22
H (-2.2712, 0.4363, -0.5388)  0.29
N (1.0572, -0.9604, -0.0563)  -0.43
H (-0.3304, 0.2978, 2.7594)  0.28
H (2.0177, -0.6996, -0.1132)  0.28
N (-1.3308, 0.2706, -0.3016)  0.01
C (0.4568, -0.7724, -1.2567)  -0.21
H (0.9245, 0.0173, -1.7379)  0.45
H (0.5259, -1.6602, -2.0937)  0.34
C (-0.0506, 1.0686, 1.9052)  0.09
O (0.6266, 2.0456, 1.9630)  -0.32
C (-0.7797, 0.6446, 0.7480)  0.44

***

#two
An isolated ion of composition C3H5N2O2 and charge +1. Source: OMol25; level of theory: ωB97M-V/def2-TZVPD.

total charge	+1
2S+1	1
frontier orbital gap	9.298	eV
E_LUMO	-5.66	eV

Last column: Mulliken charge in e.
Element x y z (Å)
O (0.5335, -1.2017, -0.1400)  -0.25
H (-1.4259, -1.6404, -0.5386)  0.31
C (1.0296, -0.0095, -0.2401)  0.41
C (-0.8558, -1.0647, 0.1541)  -0.34
H (-1.7671, 0.6050, -1.0384)  0.30
H (0.3279, 1.9208, 0.0239)  0.21
H (-1.7726, 0.8722, 0.8719)  0.31
N (2.4843, 0.1516, 0.3164)  0.26
C (-1.1585, 0.4216, -0.1086)  -0.39
H (-1.0485, -1.2819, 1.1214)  0.34
O (3.4663, 0.2368, -0.2530)  -0.15
N (0.1869, 0.9903, -0.1688)  -0.02

***

#three
A 2-piece molecular cluster, C3H5N2O2 overall. Source: OMol25; level of theory: ωB97M-V/def2-TZVPD.

total charge	+1
2S+1	1
frontier orbital gap (alpha / beta)	9.716 / 5.061	eV
E_LUMO (alpha / beta)	-5.37 / -7.64	eV

Last column: Mulliken charge in e.
Element x y z (Å)
H (-1.6599, 0.6008, 1.3559)  0.22
N (-0.9488, 0.2173, 0.7513)  -0.02
O (0.8613, 0.1360, -0.4298)  -0.24
C (0.2460, -1.1662, -0.6722)  -0.26
N (2.4889, 3.8101, 0.1343)  0.40
C (-1.0039, -1.1550, 0.2232)  -0.38
H (0.0193, -1.2289, -1.7387)  0.26
O (1.7742, 3.0694, -0.2746)  0.05
C (0.1216, 0.8233, 0.3479)  0.12
H (-1.9318, -1.3070, -0.3307)  0.30
H (-0.9496, -1.8753, 1.0439)  0.29
H (0.9828, -1.9246, -0.4104)  0.27

***

Which structure is most stable, and how do the rest compare? From most to least stable: #two, #three, #one.